# C84H213N15O18

A cluster of 18 separate species, C84H213N15O18 in total (the ωB97M-V functional and the def2-TZVPD basis, OMol25).

Results
**Energy**: -149758.6023 eV
**Net charge**: 0
**ΔE to the lowest compared entry with this formula, charge and spin**: 0.000 eV
**Max |F|**: 3.556 eV/A

Atoms and positions in Å:
C 1.93 3.31 5.39
C 3.24 2.96 6.01
C 3.26 3.30 7.50
O 2.76 4.54 7.89
C 3.45 5.61 7.23
N 3.46 1.48 5.90
H 1.63 4.38 5.41
H 1.14 2.70 5.85
H 2.01 3.04 4.31
H 4.09 3.40 5.51
H 4.30 3.13 7.82
H 2.65 2.51 7.97
H 2.94 6.53 7.54
H 3.30 5.51 6.17
H 4.50 5.76 7.46
H 3.85 1.35 4.98
H 2.54 1.04 5.92
C -2.13 2.45 -7.51
C -2.72 2.37 -6.12
C -2.61 0.98 -5.33
O -3.31 1.13 -4.04
C -4.73 1.04 -4.24
N -2.08 3.41 -5.29
H -2.77 2.10 -8.34
H -1.14 1.97 -7.50
H -1.89 3.52 -7.67
H -3.77 2.55 -6.22
H -1.55 0.79 -5.19
H -3.05 0.10 -5.77
H -5.14 1.83 -4.89
H -5.23 1.20 -3.29
H -5.03 0.05 -4.58
H -2.39 3.31 -4.32
H -1.09 3.20 -5.22
C 0.10 5.46 1.96
C 0.11 4.90 0.51
C 0.28 6.03 -0.52
O 0.57 5.59 -1.86
C -0.60 5.11 -2.49
N 1.17 3.93 0.48
H -0.08 4.63 2.63
H -0.57 6.30 2.12
H 1.15 5.76 2.10
H -0.84 4.40 0.25
H 1.15 6.61 -0.22
H -0.58 6.69 -0.55
H -0.32 4.74 -3.48
H -1.34 5.88 -2.61
H -0.99 4.23 -1.92
H 0.88 3.09 -0.02
H 2.11 4.21 0.21
C 4.24 1.83 -2.40
C 3.49 3.13 -2.24
C 4.16 4.16 -3.08
O 5.49 4.18 -2.73
C 5.72 5.32 -1.99
N 2.09 3.02 -2.71
H 5.26 1.89 -2.06
H 4.16 1.49 -3.45
H 3.81 1.03 -1.82
H 3.55 3.41 -1.16
H 3.68 5.09 -2.89
H 3.98 3.86 -4.12
H 5.06 5.33 -1.12
H 5.55 6.29 -2.44
H 6.76 5.34 -1.59
H 1.54 3.85 -2.44
H 1.65 2.32 -2.12
C -9.29 -2.54 -1.40
C -7.89 -2.33 -1.01
C -7.48 -0.95 -0.55
O -7.69 -0.09 -1.65
C -7.25 1.25 -1.57
N -7.35 -3.34 -0.02
H -9.43 -3.10 -2.34
H -9.87 -1.62 -1.55
H -9.86 -3.12 -0.65
H -7.26 -2.49 -1.89
H -6.46 -1.05 -0.21
H -8.10 -0.62 0.27
H -7.48 1.78 -2.53
H -6.14 1.31 -1.41
H -7.70 1.81 -0.70
H -8.03 -3.35 0.75
H -7.27 -4.21 -0.52
C 1.90 -1.89 -4.35
C 2.68 -1.89 -3.05
C 2.52 -3.17 -2.39
O 3.15 -3.20 -1.11
C 3.20 -4.48 -0.56
N 4.11 -1.82 -3.46
H 2.11 -0.89 -4.85
H 0.84 -2.04 -4.26
H 2.31 -2.66 -5.03
H 2.44 -1.14 -2.32
H 3.00 -3.97 -3.04
H 1.42 -3.36 -2.29
H 2.14 -4.79 -0.48
H 3.71 -4.25 0.36
H 3.88 -5.14 -1.11
H 4.70 -1.71 -2.64
H 4.30 -0.94 -3.98
C -0.37 2.50 8.60
C -0.81 1.08 8.87
C 0.37 0.10 9.01
O 1.09 0.02 7.79
C 2.22 -0.85 7.82
N -1.75 0.94 9.99
H 0.14 2.64 7.64
H 0.27 2.86 9.41
H -1.26 3.15 8.57
H -1.32 0.75 7.98
H -0.06 -0.90 9.23
H 0.99 0.33 9.90
H 2.68 -0.92 6.84
H 1.98 -1.85 8.19
H 3.03 -0.42 8.47
H -2.57 1.54 9.88
H -1.29 1.16 10.87
C -1.48 1.48 5.07
C -1.86 0.60 3.90
C -2.25 1.34 2.66
O -2.64 0.45 1.57
C -3.96 -0.04 1.61
N -0.76 -0.30 3.60
H -1.20 0.82 5.87
H -2.28 2.10 5.45
H -0.64 2.16 4.87
H -2.79 0.04 4.12
H -1.45 1.93 2.29
H -3.15 1.89 2.92
H -4.65 0.73 1.99
H -4.07 -0.93 2.23
H -4.26 -0.31 0.59
H -1.12 -1.05 3.08
H -0.30 -0.58 4.49
C -0.80 -3.62 0.03
C -2.17 -2.89 0.29
C -3.42 -3.49 -0.43
O -3.13 -3.26 -1.81
C -3.71 -2.20 -2.53
N -2.39 -2.91 1.74
H -0.45 -3.52 -1.01
H -0.80 -4.68 0.40
H -0.10 -3.01 0.62
H -2.00 -1.85 0.00
H -4.28 -2.94 -0.08
H -3.54 -4.56 -0.19
H -4.49 -1.74 -1.93
H -4.19 -2.63 -3.39
H -2.98 -1.42 -2.81
H -3.35 -2.86 1.99
H -1.99 -3.73 2.14
C 2.21 -1.35 1.50
C 1.83 -0.02 0.86
C 0.55 -0.20 -0.04
O 0.18 0.98 -0.66
C -1.00 0.78 -1.48
N 1.64 1.06 1.92
H 1.46 -1.88 2.10
H 3.13 -1.15 2.12
H 2.57 -2.02 0.73
H 2.65 0.21 0.19
H -0.27 -0.59 0.56
H 0.85 -0.95 -0.83
H -0.98 1.46 -2.32
H -1.93 0.93 -0.93
H -0.96 -0.24 -1.80
H 1.22 1.85 1.43
H 0.88 0.67 2.46
C 3.61 -5.86 3.44
C 3.58 -4.54 4.23
C 4.49 -3.56 3.67
O 4.47 -2.56 4.64
C 5.51 -1.63 4.48
N 2.15 -4.09 4.13
H 3.17 -5.67 2.43
H 3.01 -6.62 3.99
H 4.63 -6.28 3.37
H 3.99 -4.70 5.25
H 4.25 -3.23 2.67
H 5.46 -4.12 3.57
H 5.44 -0.91 5.32
H 5.51 -1.12 3.50
H 6.49 -2.15 4.62
H 2.12 -3.06 4.32
H 1.55 -4.50 4.85
C -1.07 -7.17 1.59
C -0.81 -6.75 2.98
C 0.34 -7.52 3.58
O -0.15 -8.84 3.97
C 0.75 -9.64 4.69
N -0.62 -5.26 3.05
H -2.04 -6.79 1.24
H -1.04 -8.26 1.47
H -0.36 -6.65 0.93
H -1.74 -6.96 3.52
H 0.72 -6.96 4.42
H 1.09 -7.58 2.80
H 0.24 -10.51 5.04
H 1.08 -9.12 5.59
H 1.66 -9.98 4.15
H 0.31 -5.09 2.72
H -0.58 -4.91 4.01
C 1.63 2.06 -8.02
C 2.76 2.38 -7.07
C 4.04 2.90 -7.80
C 3.95 4.29 -8.38
C 3.57 5.24 -7.25
C 2.20 4.85 -6.61
N 2.38 3.48 -6.09
O 1.24 3.08 -5.29
C 2.03 5.79 -5.42
C 1.01 5.10 -7.50
C 3.15 1.09 -6.29
H 1.58 2.73 -8.87
H 0.73 2.22 -7.45
H 1.60 1.06 -8.47
H 4.87 2.94 -7.10
H 4.23 2.16 -8.55
H 3.12 4.35 -9.10
H 4.91 4.50 -8.86
H 3.58 6.32 -7.53
H 4.36 5.28 -6.50
H 1.97 6.83 -5.74
H 1.13 5.49 -4.90
H 2.86 5.73 -4.73
H 1.26 4.95 -8.56
H 0.20 4.40 -7.30
H 0.72 6.15 -7.54
H 3.13 0.25 -7.01
H 2.38 0.85 -5.55
H 4.12 1.19 -5.80
H 1.67 3.06 -4.40
C 0.87 -6.24 -5.01
C -0.72 -5.98 -5.00
C -1.41 -7.07 -5.89
C -1.50 -8.45 -5.24
C -2.23 -8.28 -3.91
C -1.64 -7.25 -2.97
N -1.41 -6.01 -3.73
O -0.97 -5.00 -2.82
C -2.64 -6.98 -1.82
C -0.32 -7.82 -2.37
C -0.92 -4.57 -5.68
H 1.35 -5.90 -5.92
H 0.89 -7.29 -5.00
H 1.29 -5.82 -4.13
H -2.38 -6.62 -6.13
H -0.80 -7.13 -6.79
H -0.50 -8.85 -5.23
H -2.10 -9.00 -5.93
H -2.33 -9.20 -3.30
H -3.30 -8.01 -4.11
H -2.14 -6.42 -1.03
H -3.49 -6.41 -2.16
H -2.89 -7.97 -1.43
H 0.10 -8.48 -3.12
H 0.31 -6.95 -2.08
H -0.63 -8.48 -1.56
H -2.03 -4.45 -5.60
H -0.53 -4.52 -6.69
H -0.49 -3.84 -5.01
H -1.76 -4.45 -2.64
C -4.29 7.13 -1.66
C -5.44 6.14 -1.36
C -5.09 4.76 -2.00
C -4.03 4.09 -1.17
C -4.52 3.78 0.17
C -4.85 5.07 0.93
N -5.70 5.93 0.06
O -6.09 7.13 0.74
C -5.84 4.68 2.08
C -3.55 5.68 1.50
C -6.76 6.67 -1.96
H -4.18 7.26 -2.75
H -3.36 6.85 -1.16
H -4.50 8.11 -1.19
H -6.01 4.18 -2.10
H -4.70 4.93 -2.99
H -3.16 4.76 -1.13
H -3.71 3.12 -1.63
H -3.73 3.26 0.71
H -5.40 3.14 0.14
H -5.51 3.91 2.79
H -5.95 5.59 2.66
H -6.83 4.39 1.67
H -3.72 6.55 2.15
H -2.94 5.01 2.14
H -2.88 6.06 0.66
H -7.57 6.00 -1.71
H -6.74 6.68 -3.04
H -6.94 7.67 -1.53
H -5.28 7.64 0.95
C -2.37 -4.67 5.93
C -1.12 -3.73 5.96
C -1.20 -2.45 6.71
O 0.03 -4.56 6.32
H -2.78 -4.73 6.93
H -1.95 -5.63 5.61
H -3.13 -4.23 5.32
H -0.75 -3.54 4.95
H -0.25 -1.96 6.51
H -1.48 -2.67 7.78
H -2.00 -1.81 6.32
H 0.26 -4.45 7.26
C 3.98 3.98 2.28
C 4.72 2.61 2.16
C 6.20 2.71 2.60
O 4.10 1.55 2.87
H 4.53 4.72 1.69
H 3.96 4.33 3.30
H 2.97 3.99 1.92
H 4.62 2.37 1.08
H 6.76 3.26 1.81
H 6.58 1.69 2.77
H 6.24 3.26 3.54
H 3.17 1.43 2.63
C 6.87 -2.42 -0.08
C 6.20 -1.11 0.26
C 6.89 0.10 -0.20
O 4.77 -1.07 -0.26
H 6.29 -3.31 0.27
H 7.84 -2.44 0.45
H 6.96 -2.50 -1.17
H 6.09 -1.13 1.31
H 6.37 0.98 0.13
H 6.94 0.17 -1.29
H 7.89 0.05 0.28
H 4.43 -1.97 -0.35

Atom charges from the Löwdin analysis, given in e for atoms 1 to 6: -0.07 -0.43 -0.23 -0.17 -0.10 0.07